Record 1
The following is a quantum chemistry calculation of a cluster of 2 separate species, C3H10N2O in total, from OMol25.

CARTESIAN COORDINATES (ANGSTROEM)
C -1.16 0.12 -0.48
C -1.02 -1.21 0.04
C 1.90 0.74 0.32
N 0.65 0.47 1.01
N -0.74 0.48 -1.70
O -2.06 -1.57 0.93
H -1.65 -1.81 1.77
H 0.65 0.98 1.90
H -1.75 0.84 0.06
H -0.15 -0.16 -2.22
H -0.59 1.46 -1.91
H -0.82 -1.98 -0.72
H 0.00 -0.81 0.69
H 2.80 0.45 0.88
H 1.92 0.17 -0.62
H 2.03 1.81 0.05

- calculated total energy (Ha) = -304.91380
- energy above the lowest of the compared OMol25 structures with the same formula, charge and spin (eV) = 4.377
- gap between HOMO and LUMO (eV) = 8.1
- HOMO level (eV) = -7.28

***

Record 2
The following is a quantum chemistry calculation of a structure of composition C4H6O3Si at a distorted geometry, from OMol25.

CARTESIAN COORDINATES (ANGSTROEM)
C 0.22 -1.16 1.13
C -0.19 -1.90 0.02
C 1.07 -0.13 0.46
C 0.98 -1.39 -0.53
O -1.45 0.25 -1.26
O -1.13 2.12 0.76
O 0.94 2.13 -1.09
Si 0.01 1.42 0.03
H 0.65 -1.75 2.09
H -0.97 -2.61 -0.04
H 1.98 0.20 0.96
H -2.02 0.44 -0.48
H -0.98 -0.70 -0.99
H 0.90 3.06 -1.07

- calculated total energy (Ha) = -671.12738
- energy above the lowest of the compared OMol25 structures with the same formula, charge and spin (eV) = 3.699
- gap between HOMO and LUMO (spin up / spin down) (eV) = 9.4 / 9.4
- HOMO level (spin up / spin down) (eV) = -9.53 / -9.53

***

Record 3
The following is a quantum chemistry calculation of a structure of composition C10H9AuN2O7P2S2, from OMol25.

CARTESIAN COORDINATES (ANGSTROEM)
Au -0.25 -0.13 -1.97
S 2.01 -0.07 -1.84
C 2.19 1.28 -0.72
C 3.29 1.37 0.12
C 3.43 2.47 0.97
C 4.56 2.54 1.84
N 5.47 2.60 2.53
C 2.44 3.47 0.98
C 1.33 3.37 0.15
C 1.21 2.28 -0.70
S -0.16 2.14 -1.80
C 2.55 4.59 1.87
N 2.63 5.48 2.58
H 4.05 0.60 0.12
H 0.57 4.14 0.18
C -1.16 -1.10 1.16
C -1.93 -2.01 0.22
O -2.75 -2.85 1.00
P -3.05 -1.10 -0.92
O -3.93 -2.20 -1.61
O -4.03 -0.29 0.01
O -2.36 -0.21 -1.93
P -0.94 -3.06 -0.94
O 0.22 -3.60 0.01
O -1.90 -4.11 -1.39
O -0.36 -2.19 -2.06
H -1.86 -0.55 1.79
H -0.52 -0.38 0.65
H -0.53 -1.72 1.79
H -2.85 -3.69 0.52
H -3.41 -3.00 -1.84
H -4.62 0.32 -0.46
H 0.64 -4.40 -0.32

- calculated total energy (Ha) = -2637.65674
- gap between HOMO and LUMO (eV) = 6.8
- HOMO level (eV) = -9.10

***

Record 4
The following is a quantum chemistry calculation of a structure of composition C26H21AuBrN5 at a distorted geometry, from OMol25.

CARTESIAN COORDINATES (ANGSTROEM)
Au 0.12 -0.31 0.08
C -0.99 2.12 -1.85
N -1.62 0.93 -1.28
C -2.79 1.17 -0.44
C -2.45 1.12 1.01
N -1.25 0.79 1.45
C -1.28 0.87 2.81
C -0.27 0.69 3.75
C -0.62 0.78 5.08
C -1.94 1.05 5.47
C -2.94 1.28 4.54
C -2.59 1.22 3.20
N -3.29 1.39 2.03
C 0.20 2.55 -1.05
N 0.83 1.74 -0.22
C 1.86 2.45 0.34
C 2.78 2.09 1.32
C 3.72 3.03 1.68
C 3.76 4.29 1.08
C 2.83 4.67 0.12
C 1.86 3.74 -0.23
N 0.78 3.76 -1.09
H -1.70 2.96 -1.91
H -0.65 1.90 -2.86
H -1.88 0.30 -2.04
H -3.55 0.40 -0.64
H -3.25 2.14 -0.66
H 0.74 0.48 3.43
H 0.13 0.65 5.84
H -2.18 1.07 6.52
H -3.96 1.49 4.84
H -4.26 1.67 1.96
H 2.75 1.11 1.77
H 4.45 2.78 2.43
H 4.52 4.99 1.39
H 2.90 5.65 -0.34
H 0.51 4.53 -1.69
Br 1.58 -1.40 -1.97
C 2.27 -2.72 -0.76
C 3.28 -3.54 -1.24
C 3.81 -4.53 -0.43
C 3.33 -4.70 0.85
C 2.30 -3.88 1.36
C 1.82 -4.05 2.67
C 0.76 -3.30 3.14
C 0.22 -2.29 2.34
C 0.70 -2.04 1.07
C 1.74 -2.84 0.54
H 3.64 -3.41 -2.25
H 4.60 -5.17 -0.81
H 3.72 -5.49 1.48
H 2.29 -4.78 3.31
H 0.37 -3.46 4.13
H -0.59 -1.70 2.74

- calculated total energy (Ha) = -3986.32306
- energy above the lowest of the compared OMol25 structures with the same formula, charge and spin (eV) = 1.861
- gap between HOMO and LUMO (spin up / spin down) (eV) = 5.0 / 5.0
- HOMO level (spin up / spin down) (eV) = -13.83 / -13.83
- net charge = +2